Record 1
Molecular formula: C24H26N5O6PdS
Method: DFT, ωB97M-V with the def2-TZVPD basis set

XYZ file:
```
63
Properties=species:S:1:pos:R:3:nbo_charge:R:1
Pd 1.27 -0.63 -0.01 1.315
S -0.59 4.33 1.52 2.312
O 0.10 4.89 0.39 -0.952
O 2.50 -2.09 0.97 -0.626
O -0.81 -0.32 -0.13 -0.666
O 1.31 1.60 -0.48 -0.719
O -0.60 5.07 2.75 -0.925
O 3.01 0.63 0.50 -0.682
N 1.98 0.09 -2.97 -0.560
N 0.62 -2.65 -0.60 -0.261
N 0.00 2.82 1.88 -0.865
N 2.51 -0.71 -1.96 -0.499
N 1.62 -3.51 -0.60 -0.343
C 1.39 2.79 2.33 -0.219
C -3.94 3.89 -0.63 -0.228
C -1.80 -0.96 -0.59 0.537
C -4.09 -2.29 -1.59 -0.202
C -2.63 4.15 -0.27 -0.158
C 4.97 -3.38 0.90 -0.171
C -3.12 3.43 1.99 -0.099
C -2.23 3.92 1.04 -0.400
C -1.72 -2.32 -1.11 -0.173
C -6.28 3.13 -0.09 -0.633
C 6.14 -4.11 0.92 -0.210
C -4.43 3.17 1.61 -0.242
C 5.08 -5.89 -0.31 -0.214
C 3.90 -5.17 -0.35 -0.170
C 2.28 1.67 0.33 0.782
C 6.20 -5.36 0.32 -0.148
C -4.85 3.40 0.30 0.016
C -0.55 -3.07 -1.07 0.081
C 3.84 -3.91 0.26 -0.111
C 2.45 2.86 1.21 -0.546
C 2.62 -3.11 0.23 0.593
C -3.08 -0.31 -0.59 -0.241
C -4.17 -0.96 -1.08 -0.138
C -2.90 -2.94 -1.60 -0.162
H 1.54 3.63 3.01 0.248
H 2.30 3.77 0.63 0.271
H -2.84 -3.95 -1.98 0.228
H -0.58 -4.11 -1.39 0.223
H 3.45 2.84 1.66 0.247
H 1.54 1.88 2.92 0.209
H -4.98 -2.78 -1.96 0.237
H 7.02 -3.71 1.41 0.231
H 3.33 -0.27 -1.54 0.430
H 2.72 -1.64 -2.30 0.411
H -6.96 3.25 0.75 0.229
H 4.90 -2.42 1.38 0.240
H 3.01 -5.57 -0.82 0.237
H 5.12 -6.87 -0.77 0.230
H -0.20 2.19 1.11 0.403
H 1.19 -0.36 -3.42 0.380
H -3.13 0.69 -0.20 0.231
H -4.27 4.09 -1.64 0.221
H -6.39 2.10 -0.46 0.216
H -5.13 -0.46 -1.07 0.232
H 1.71 0.99 -2.58 0.412
H -2.79 3.29 3.01 0.234
H -6.60 3.80 -0.89 0.228
H -1.92 4.55 -0.98 0.249
H 7.12 -5.93 0.34 0.229
H -5.13 2.81 2.35 0.222
```

Calculated values
Molar mass: 618.99 g mol⁻¹
E_HOMO (alpha / beta): -11.58 / -11.62 eV
Total charge: +1
⟨S²⟩: 6.079
Spin multiplicity: 5

=====

Record 2
Molecular formula: C24H26N6O2SSe4Ti
Method: DFT, ωB97M-V with the def2-TZVPD basis set

XYZ file:
```
64
Properties=species:S:1:pos:R:3:nbo_charge:R:1
Se 1.88 0.07 1.98 -0.452
Se 3.62 0.09 0.41 -0.070
Se 2.60 -0.50 -1.62 -0.071
Se 2.61 1.22 -3.19 -0.674
Ti -0.19 -0.08 0.37 1.469
S -0.97 -1.68 -1.90 -0.081
O -2.38 -3.45 1.41 -0.709
O -2.39 3.51 0.86 -0.726
N -0.62 1.98 1.00 -0.842
N -2.06 -0.01 0.61 -0.702
N -1.48 0.86 -2.45 -0.434
N -0.37 1.14 -1.65 -0.738
N -2.73 -0.64 -3.60 -0.807
N -0.61 -1.94 1.23 -0.860
C 0.15 -2.93 3.30 -0.022
C 1.81 -4.68 3.34 -0.241
C -1.37 2.41 3.68 -0.633
C -2.76 1.18 0.50 -0.035
C -4.82 -0.03 0.27 -0.360
C 0.15 2.92 1.74 0.283
C -1.75 -0.45 -2.67 0.282
C 1.24 3.58 1.19 -0.044
C 1.60 3.35 -0.25 -0.614
C -2.77 -1.20 0.72 -0.012
C 1.68 4.65 3.31 -0.246
C -1.92 -2.33 1.14 0.616
C -0.19 3.13 3.09 -0.033
C -4.11 1.18 0.31 -0.166
C 1.87 -4.63 1.95 -0.216
C 2.00 4.44 1.98 -0.214
C 1.08 -3.75 1.23 -0.042
C 0.94 -3.83 4.00 -0.220
C 0.58 3.99 3.86 -0.220
C -4.12 -1.22 0.54 -0.168
C 0.22 -2.88 1.91 0.287
C 1.14 -3.72 -0.27 -0.619
C -1.92 2.36 0.78 0.595
C -0.79 -2.00 4.03 -0.625
H -3.42 0.09 -3.65 0.380
H 0.49 1.12 -2.22 0.425
H -4.63 -2.18 0.63 0.221
H -1.83 -2.26 3.82 0.228
H -5.89 -0.04 0.13 0.189
H 0.80 3.67 -0.92 0.198
H 0.32 4.14 4.90 0.185
H 2.44 -5.37 3.89 0.188
H 2.86 4.93 1.54 0.190
H -3.12 -1.57 -3.55 0.403
H -1.35 2.46 4.77 0.192
H -1.59 1.46 -3.25 0.377
H 1.80 2.29 -0.44 0.240
H 2.54 -5.29 1.41 0.188
H 1.93 -4.39 -0.64 0.199
H 0.89 -3.85 5.09 0.186
H 2.28 5.31 3.93 0.187
H -1.38 1.37 3.37 0.232
H -0.61 -2.04 5.10 0.193
H -2.31 2.86 3.32 0.233
H -0.64 -0.97 3.68 0.232
H 1.35 -2.72 -0.65 0.235
H 0.18 -4.04 -0.70 0.222
H -0.48 2.08 -1.28 0.408
H 2.50 3.89 -0.53 0.214
H -4.61 2.14 0.23 0.220
```

Calculated values
Molar mass: 826.29 g mol⁻¹
E_HOMO (alpha / beta): -0.23 / -0.23 eV
Total charge: -2
Spin multiplicity: 1

=====

Record 3
Molecular formula: C24H26N6O3
Method: DFT, ωB97M-V with the def2-TZVPD basis set

XYZ file:
```
59
Properties=species:S:1:pos:R:3:nbo_charge:R:1
O -0.26 2.73 1.91 -0.756
O 1.24 3.19 -0.26 -0.645
O 1.24 2.43 -2.34 -0.686
N 1.22 -0.52 1.47 -0.261
N 0.39 -0.59 3.49 -0.041
N -2.84 1.90 -0.40 -0.501
N 0.53 0.11 2.39 -0.169
N -1.40 1.42 -2.01 -0.304
N 0.99 -1.71 3.30 -0.273
C 1.57 -2.17 -0.81 -0.062
C -1.64 2.39 -0.04 0.205
C 3.92 -4.79 0.50 -0.198
C -1.51 4.62 1.04 -0.623
C -2.67 1.31 -1.57 0.416
C 0.18 -2.11 -0.66 -0.115
C 2.29 -2.77 1.49 -0.099
C 3.20 -3.99 -0.37 -0.223
C 0.03 -0.45 -2.38 -0.048
C -2.60 2.68 2.23 -0.611
C -4.77 -0.62 -0.37 -0.612
C 0.65 2.61 -1.15 0.794
C 3.81 -4.60 1.87 -0.213
C 1.51 -1.68 2.06 0.229
C 2.16 -1.42 -1.82 -0.200
C -3.78 0.64 -2.32 -0.448
C -0.57 -1.26 -1.43 -0.231
C -0.79 0.63 -3.06 -0.230
C 1.40 -0.56 -2.60 -0.192
C -0.71 2.13 -1.04 -0.105
C 2.37 -2.98 0.11 0.057
C -5.01 0.43 -1.44 -0.388
C 3.01 -3.59 2.36 -0.162
C -1.48 3.10 1.28 0.227
H 2.92 -3.41 3.42 0.233
H -2.45 4.90 0.57 0.216
H -0.69 4.91 0.39 0.217
H -3.44 -0.32 -2.71 0.215
H -2.49 3.21 3.18 0.217
H -2.55 1.61 2.42 0.218
H -5.27 1.38 -0.97 0.221
H -0.16 1.26 -3.69 0.236
H -4.04 1.28 -3.17 0.231
H 0.17 1.07 2.27 0.451
H -0.29 -2.72 0.10 0.212
H -1.41 5.14 1.99 0.219
H -1.64 -1.19 -1.26 0.209
H -1.58 0.20 -3.67 0.222
H 2.14 2.79 -2.29 0.509
H 1.87 0.04 -3.36 0.211
H 4.36 -5.23 2.55 0.216
H 4.55 -5.57 0.11 0.214
H 3.26 -4.15 -1.44 0.216
H -4.50 -1.57 -0.81 0.195
H 3.23 -1.48 -1.97 0.216
H -5.66 -0.76 0.23 0.215
H -3.96 -0.30 0.29 0.219
H -3.57 2.92 1.79 0.228
H 0.47 3.02 1.32 0.512
H -5.84 0.12 -2.08 0.203
```

Calculated values
Molar mass: 446.51 g mol⁻¹
E_HOMO: -8.57 eV
Total charge: 0
SMILES: CCCc1nc(C(C)(C)O)c(C(=O)O)n1Cc1ccc(-c2ccccc2-c2nn[nH]n2)cc1
Spin multiplicity: 1

=====

Record 4
Molecular formula: C24H26N6O3S
Method: DFT, ωB97M-V with the def2-TZVPD basis set

XYZ file:
```
60
Properties=species:S:1:pos:R:3:nbo_charge:R:1
S -3.23 1.31 -0.04 0.710
O 2.17 -0.34 2.03 -0.620
O -2.16 -2.39 0.96 -0.645
O -7.39 -1.08 0.20 -0.631
N -0.76 -0.68 0.54 -0.470
N 0.86 -5.14 -1.21 -0.423
N -4.84 -2.15 0.54 -0.778
N 2.15 -0.57 -0.23 -0.615
N -7.54 1.12 -0.29 -0.801
N -4.84 1.36 -0.16 -0.579
C 0.11 -2.88 -1.10 -0.289
C 0.50 4.77 -0.60 -0.635
C -0.49 0.68 0.26 0.069
C -4.48 -0.88 0.32 0.218
C -5.39 0.18 0.04 0.005
C 1.03 -3.91 0.83 -0.253
C 0.47 -2.79 0.24 0.056
C 1.65 -0.73 1.01 0.699
C -0.24 1.58 1.29 -0.141
C -0.10 2.44 -1.34 -0.234
C 0.07 2.89 1.00 -0.229
C 0.32 -1.52 1.04 -0.153
C 0.32 -4.07 -1.77 0.049
C 5.63 0.70 -0.04 -0.398
C 4.62 -0.42 0.15 -0.418
C 4.82 1.98 0.21 -0.408
C 3.36 1.62 -0.13 -0.415
C -2.02 -1.22 0.62 0.667
C -6.86 0.00 -0.01 0.641
C -0.41 1.12 -1.06 -0.149
C -3.17 -0.39 0.31 -0.447
C 3.38 0.14 -0.54 -0.040
C 0.15 3.34 -0.31 0.017
C 1.20 -5.05 0.07 0.051
H -0.29 1.24 2.31 0.228
H -7.04 1.98 -0.44 0.416
H -8.55 1.10 -0.33 0.406
H 1.32 -3.90 1.87 0.222
H 0.04 -4.18 -2.81 0.191
H 6.01 0.69 -1.06 0.192
H 4.95 -1.37 -0.27 0.210
H 0.27 3.58 1.81 0.218
H 0.50 4.96 -1.67 0.216
H 2.96 2.25 -0.92 0.205
H 1.64 -5.95 0.49 0.194
H 0.12 -1.78 2.09 0.241
H 6.48 0.61 0.64 0.214
H 2.73 1.73 0.75 0.227
H -5.83 -2.35 0.57 0.434
H -0.21 5.44 -0.12 0.225
H -4.12 -2.81 0.81 0.434
H 1.64 -0.97 -0.99 0.409
H 4.40 -0.56 1.21 0.229
H -0.36 -2.04 -1.61 0.213
H -0.61 0.43 -1.87 0.213
H 1.49 4.99 -0.20 0.225
H 3.51 0.06 -1.63 0.198
H -0.05 2.77 -2.36 0.214
H 4.89 2.26 1.26 0.207
H 5.19 2.81 -0.39 0.205
```

Calculated values
Molar mass: 478.58 g mol⁻¹
E_HOMO: -8.16 eV
Total charge: 0
Spin multiplicity: 1

=====

Record 5
Molecular formula: C24H27AsMnN5O5Se
Method: DFT, ωB97M-V with the def2-TZVPD basis set

XYZ file:
```
64
Properties=species:S:1:pos:R:3:nbo_charge:R:1
Se -3.72 -0.45 -2.72 1.100
As 1.81 -2.35 2.01 2.013
Mn 0.29 0.04 -0.33 1.561
O 1.53 -1.11 0.91 -1.183
O -1.11 -1.45 3.00 -0.625
O -0.19 3.89 -1.24 -0.522
O 0.19 1.68 -1.34 -0.702
O -1.06 -1.13 0.76 -0.771
N -3.45 -2.13 -3.14 -0.568
N -0.16 -1.44 -1.75 -0.510
N -0.44 1.28 1.01 -0.454
N -2.12 -0.16 -2.06 -0.632
N 2.99 0.26 -4.40 -0.447
C 2.27 0.60 -0.80 0.003
C 4.13 1.63 0.27 -0.180
C -1.58 -3.66 -2.88 -0.082
C 2.61 1.64 -4.69 -0.418
C 2.95 -0.61 -5.56 -0.401
C 4.33 0.67 -1.92 -0.188
C 3.62 -2.88 1.69 -0.992
C -0.99 0.75 2.10 0.123
C -0.15 2.81 -0.74 0.761
C 2.39 -0.28 -3.21 -0.244
C 2.98 0.32 -1.94 -0.023
C 0.34 -2.64 -1.85 0.148
C 2.80 1.28 0.29 -0.284
C -1.07 -0.75 2.01 0.768
C -1.63 2.94 2.76 -0.107
C -2.21 -2.39 -2.78 0.057
C -1.57 1.58 3.04 -0.197
C 4.91 1.30 -0.84 -0.212
C -0.32 -3.76 -2.40 -0.266
C -0.56 2.56 0.69 0.123
C -1.47 -1.29 -2.19 0.273
C 1.78 -1.75 3.83 -0.996
C -1.15 3.44 1.56 -0.200
C 0.72 -3.89 1.74 -0.992
H -2.10 3.61 3.48 0.243
H -1.26 4.48 1.26 0.266
H 0.71 -4.09 0.68 0.239
H 3.89 -3.76 2.27 0.250
H 1.30 -0.14 -3.20 0.176
H 3.60 -0.20 -6.34 0.211
H 1.36 -2.74 -1.50 0.216
H 3.38 2.13 -5.28 0.207
H 2.45 -2.40 4.39 0.251
H 1.66 1.70 -5.24 0.175
H 5.96 1.57 -0.87 0.228
H 0.77 -1.79 4.23 0.287
H 1.16 -4.72 2.28 0.253
H 0.21 -4.71 -2.44 0.244
H 1.94 -0.71 -6.00 0.162
H 2.49 2.19 -3.76 0.213
H 4.91 0.45 -2.82 0.242
H 2.15 -0.73 3.84 0.256
H 4.27 -2.05 1.95 0.258
H 2.20 1.51 1.16 0.219
H -2.01 1.14 3.93 0.259
H 4.56 2.15 1.12 0.224
H -2.11 -4.50 -3.31 0.252
H -0.29 -3.68 2.09 0.288
H 3.31 -1.60 -5.30 0.196
H 3.73 -3.09 0.63 0.250
H 2.58 -1.36 -3.21 0.199
```

Calculated values
Molar mass: 674.33 g mol⁻¹
E_HOMO (alpha / beta): -10.51 / -10.50 eV
Total charge: +1
⟨S²⟩: 4.244
Spin multiplicity: 4

=====

Record 6
Molecular formula: C24H27Br6InN5O12
Method: DFT, ωB97M-V with the def2-TZVPD basis set

XYZ file:
```
75
Properties=species:S:1:pos:R:3:lowdin_charge:R:1
In -0.40 4.30 0.93 1.183
Br 4.43 4.93 -4.91 0.550
Br 5.66 3.63 -2.08 0.568
Br 3.49 -1.98 -1.63 0.559
Br 3.84 1.79 -4.12 0.560
Br 5.03 -0.30 0.78 0.614
Br 4.56 -3.56 0.98 0.593
O -3.14 3.49 0.26 -0.096
O -1.30 3.64 -2.05 -0.006
O -1.48 -4.93 4.62 0.096
O -4.95 4.09 -0.54 0.102
O 1.80 3.26 -0.78 -0.146
O -1.73 -2.18 -5.13 0.117
O -1.75 -2.77 4.53 0.080
O 1.48 3.11 2.88 -0.075
O -2.20 3.80 -4.00 0.117
O -0.19 1.28 0.50 -0.120
O 2.77 3.42 4.60 0.151
O -3.50 -1.69 -4.01 0.062
N -4.16 3.18 -0.29 -0.319
N -1.34 3.46 -3.22 -0.459
N -2.28 -1.91 -4.13 -0.446
N -1.41 -3.84 4.04 -0.325
N 2.27 2.76 3.74 -0.342
C -3.74 -0.64 -0.71 -0.084
C -0.18 2.65 -3.75 0.072
C -3.57 0.67 -0.23 0.023
C 1.54 0.43 3.32 -0.005
C 3.62 0.79 4.45 0.009
C -1.05 -3.80 2.63 -0.150
C -1.40 -1.55 -3.01 0.037
C -1.18 -2.70 1.85 -0.038
C 0.28 -4.78 0.80 -0.045
C -4.85 -0.91 -1.45 -0.077
C -0.36 -4.87 2.04 0.021
C -5.39 1.48 -1.55 0.003
C 1.66 -0.95 3.43 -0.069
C 2.47 1.31 3.86 -0.142
C 0.12 -3.64 0.05 -0.084
C -0.59 -2.60 0.58 -0.094
C 3.78 -0.61 4.53 -0.031
C 2.75 -1.42 4.06 -0.086
C -4.36 1.77 -0.69 -0.125
C -5.64 0.15 -1.92 -0.033
C 4.23 3.59 -3.43 -1.537
C 3.92 -1.84 0.28 -1.566
C 2.15 1.88 -0.57 -0.211
C 1.00 0.88 -0.17 -0.211
H 4.66 -1.05 4.97 0.115
H 0.09 3.02 -4.74 0.110
H 0.97 -5.56 0.51 0.117
H -5.28 -1.88 -1.61 0.121
H 0.69 -3.53 -0.86 0.088
H -2.77 1.08 0.37 0.086
H 0.64 0.82 2.86 0.104
H 0.68 2.73 -3.08 0.064
H -0.47 -2.10 -3.15 0.097
H -1.80 -1.78 -2.03 0.062
H -1.17 -0.49 -3.14 0.085
H 4.43 1.40 4.81 0.123
H -1.79 -1.88 2.19 0.124
H -0.77 -1.62 0.17 0.081
H -0.71 1.70 -3.68 0.089
H 2.75 1.60 -1.42 0.059
H -3.16 -1.46 -0.30 0.087
H 0.64 0.43 -1.09 0.149
H 2.87 -2.49 4.16 0.113
H -6.49 -0.08 -2.55 0.116
H -0.14 -5.75 2.62 0.122
H 3.34 3.95 -2.91 -0.064
H -6.11 2.21 -1.89 0.126
H 2.91 1.82 0.21 0.123
H 0.91 -1.67 3.14 0.099
H 2.93 -1.69 0.71 -0.077
H 1.44 0.02 0.34 0.085
```

Calculated values
Molar mass: 1171.75 g mol⁻¹
E_HOMO: -12.25 eV
Total charge: +1
Spin multiplicity: 1

=====

Record 7
Molecular formula: C24H27ClIO3P2Ru
Method: DFT, ωB97M-V with the def2-TZVPD basis set

XYZ file:
```
59
Properties=species:S:1:pos:R:3:nbo_charge:R:1
I 2.21 3.24 -0.38 0.043
Ru -0.17 1.64 -0.48 0.561
Cl 0.13 1.77 -2.81 -0.320
P -1.99 2.84 -0.69 1.157
P 0.63 -1.53 0.07 1.935
O 2.69 5.69 1.24 -0.417
O -0.16 1.98 2.50 -0.382
O 1.14 -0.15 -0.29 -1.083
C 1.28 -3.60 3.55 -0.160
C 2.95 5.35 0.12 0.596
C -1.16 -1.68 -0.07 -0.469
C 1.79 -1.27 3.98 -0.012
C 2.72 -4.77 -2.44 -0.154
C -1.44 4.57 -0.62 -0.950
C 1.56 -0.97 2.63 -0.222
C -0.23 1.82 1.34 0.529
C 1.00 -3.30 2.21 -0.130
C -3.24 -2.86 0.31 -0.171
C 1.10 -1.97 1.76 -0.355
C -3.94 -1.87 -0.39 -0.171
C 1.63 -2.58 4.44 -0.171
C -1.86 -2.75 0.50 -0.167
C -1.86 -0.69 -0.77 -0.126
C 3.46 -3.92 -1.60 -0.197
C 0.68 -3.60 -1.82 -0.117
C -3.35 2.75 0.53 -0.954
C 3.67 6.07 -0.96 -0.744
C 1.43 -2.78 -0.96 -0.488
C -2.89 2.71 -2.27 -0.960
C 2.82 -2.92 -0.88 -0.166
C -3.25 -0.75 -0.89 -0.213
C 1.33 -4.61 -2.55 -0.217
H -3.79 0.07 -1.37 0.220
H 1.73 0.04 2.25 0.239
H 1.21 -4.63 3.89 0.244
H 3.22 -5.55 -3.02 0.243
H -3.76 -3.73 0.71 0.248
H -0.66 4.72 -1.37 0.268
H -3.45 1.77 -2.34 0.250
H 0.72 -4.10 1.53 0.234
H 3.38 -2.26 -0.21 0.226
H -1.32 -3.49 1.09 0.228
H -1.28 0.14 -1.26 0.163
H -0.40 -3.49 -1.90 0.216
H -5.01 -1.96 -0.55 0.249
H -3.60 3.55 -2.38 0.264
H -4.14 3.47 0.27 0.271
H 2.94 6.51 -1.66 0.282
H 0.75 -5.26 -3.20 0.240
H 4.27 6.88 -0.51 0.286
H -2.17 2.73 -3.09 0.283
H -2.95 3.00 1.53 0.256
H -1.04 4.77 0.38 0.259
H 2.09 -0.47 4.66 0.236
H -2.31 5.22 -0.82 0.274
H 4.54 -4.06 -1.51 0.241
H 1.79 -2.81 5.50 0.246
H 4.32 5.38 -1.50 0.268
H -3.77 1.74 0.57 0.263
```

Calculated values
Molar mass: 688.85 g mol⁻¹
E_HOMO (alpha / beta): -9.92 / -14.40 eV
Total charge: +2
⟨S²⟩: 8.812
Spin multiplicity: 6

=====

For the records above, the corresponding maximum force values read 0.6, 0.9, 1.2, 0.8, 0.9, 6.5, 7.3 eV/Å.